# 1
10
Properties=species:S:1:pos:R:3 method="wB97M-V/def2-TZVPD" lumo_ev=0.4 total_energy_ha=-305.179036 fmax_ev_per_a=0.34 de_lowest_ev=2.733
O -0.29 1.62 -2.37
C 0.20 0.63 -1.57
C -0.34 0.23 -0.44
C -0.66 -0.21 0.72
C -0.59 -0.69 1.94
O 0.44 -1.49 2.33
H 0.38 1.80 -3.04
H 1.10 0.13 -1.91
H -1.30 -0.52 2.74
H 1.08 -1.49 1.59


# 2
28
Properties=species:S:1:pos:R:3 method="wB97M-V/def2-TZVPD" lumo_ev=-2.5 total_energy_ha=-964.009576 fmax_ev_per_a=4.94 de_lowest_ev=0.000 charge=+1
N 0.42 0.71 2.55
N 0.71 -0.42 1.61
C -0.27 -0.65 0.57
N -0.04 0.39 -0.50
C 1.05 0.05 -1.50
C 1.22 1.39 -2.22
C 0.77 2.35 -1.07
N 0.83 3.69 -1.10
N 0.14 1.72 -0.17
N -0.21 -1.96 0.07
C -1.38 -2.83 0.35
C -2.23 -2.08 1.40
S -2.04 -0.31 0.96
H 0.91 1.49 2.06
H -0.57 0.78 2.51
H 0.97 -1.28 1.99
H -0.99 0.43 -0.97
H 0.59 -0.69 -2.17
H 2.00 -0.23 -0.88
H 0.58 1.53 -3.16
H 2.29 1.60 -2.50
H 1.60 4.17 -1.62
H 0.53 4.15 -0.26
H 0.68 -2.52 -0.18
H -0.80 -3.65 1.02
H -1.62 -3.31 -0.59
H -3.33 -2.27 1.38
H -1.82 -2.23 2.44


# 3
44
Properties=species:S:1:pos:R:3 method="wB97M-V/def2-TZVPD" lumo_ev="-1.7 / -2.6" total_energy_ha=-2867.026073 s_squared=3.79 fmax_ev_per_a=1.69 de_lowest_ev=0.000 multiplicity=4
Tc -0.34 -1.08 -0.54
O -0.08 -2.33 3.40
C -0.25 -2.32 2.13
O -0.50 -1.32 1.46
C -0.22 -3.68 1.45
O 0.04 -3.52 0.06
C 1.40 -3.76 -0.34
C 2.27 -2.47 -0.31
O 3.46 -2.58 -0.22
O 1.59 -1.37 -0.45
H 0.04 -1.39 3.79
H -1.21 -4.12 1.54
H 0.51 -4.32 1.93
H 1.37 -4.09 -1.38
H 1.88 -4.52 0.28
I -3.06 -0.75 -0.67
C -2.79 1.35 -0.37
C -3.90 2.13 -0.26
C -3.73 3.51 -0.08
C -2.47 4.04 -0.02
C -1.32 3.22 -0.13
C -0.02 3.77 -0.07
C 1.08 2.97 -0.18
C 0.93 1.59 -0.33
C -0.30 1.00 -0.41
C -1.47 1.81 -0.31
H -4.89 1.70 -0.32
H -4.60 4.15 0.00
H -2.32 5.10 0.12
H 0.08 4.84 0.07
H 2.07 3.39 -0.12
H 1.82 0.96 -0.34
Cl 2.45 0.33 -4.84
C 1.81 -0.65 -3.54
Cl 2.43 -2.32 -3.63
C 0.26 -0.77 -3.64
O -0.31 -0.66 -4.69
O -0.32 -1.04 -2.50
H 2.11 -0.24 -2.59
F 0.76 1.85 2.63
B 1.33 0.72 3.20
F 2.41 1.02 4.00
F 0.30 0.06 4.00
F 1.67 -0.22 2.20


# 4
18
Properties=species:S:1:pos:R:3 method="wB97M-V/def2-TZVPD" lumo_ev="-7.5 / -14.4" total_energy_ha=-325.968968 s_squared=0.75 fmax_ev_per_a=1.67 de_lowest_ev=0.739 multiplicity=2 charge=+2
C -0.53 0.38 -0.65
C -0.35 0.77 0.82
C -1.72 0.83 1.57
O 0.53 -0.12 1.39
N 0.79 0.28 -1.42
H -1.01 -0.60 -0.69
H -1.14 1.09 -1.21
H 0.17 1.76 0.96
H -2.50 1.10 0.86
H -1.75 1.56 2.38
H -1.86 -0.15 2.05
H 0.61 0.00 2.37
H 1.04 -0.75 -1.54
H 1.55 0.76 -0.95
H 0.72 0.67 -2.36
H 2.19 -2.68 -1.86
H 1.79 -2.55 -0.41
O 1.48 -2.35 -1.30


# 5
13
Properties=species:S:1:pos:R:3 method="wB97M-V/def2-TZVPD" lumo_ev=0.7 total_energy_ha=-969.562582 fmax_ev_per_a=5.27 de_lowest_ev=2.034
C 2.28 -0.68 -0.02
C 1.08 0.34 0.17
C -1.79 0.86 0.00
H 2.25 -1.39 0.84
H 3.22 -0.04 -0.17
H 2.15 -1.13 -1.00
H 1.07 1.19 -0.50
H 1.08 0.72 1.26
H -1.48 2.00 -0.20
H -2.60 -1.54 -0.49
N -3.07 0.78 -0.02
S -0.56 -0.37 0.04
S -3.62 -0.75 0.09


# 6
12
Properties=species:S:1:pos:R:3 method="wB97M-V/def2-TZVPD" lumo_ev=0.4 total_energy_ha=-952.299553 fmax_ev_per_a=4.31 de_lowest_ev=1.901
C -1.08 1.10 -1.12
C -0.23 0.13 -1.42
C 0.34 -0.74 -0.43
C 0.41 -0.34 0.85
S 0.08 1.19 1.74
S 0.89 -1.62 2.00
H -1.50 1.84 -1.70
H -1.57 1.26 -0.06
H 0.08 0.19 -2.49
H 0.74 -1.59 -0.83
H 1.33 1.29 2.23
H 0.51 -2.72 1.24


# 7
14
Properties=species:S:1:pos:R:3 method="wB97M-V/def2-TZVPD" lumo_ev=1.1 total_energy_ha=-266.643801 fmax_ev_per_a=0.29 de_lowest_ev=2.128
C -1.88 0.18 -0.17
N -1.13 1.42 0.00
C -0.57 0.36 -0.82
C 0.53 -0.52 -0.30
C 1.87 -0.09 0.16
N 0.81 -0.40 1.13
H -2.81 0.24 -0.73
H -1.90 -0.52 0.67
H -0.68 1.40 0.92
H -0.52 0.60 -1.88
H 0.48 -1.53 -0.71
H 2.17 0.96 0.12
H 2.68 -0.80 0.05
H 0.95 -1.30 1.56


# 8
105
Properties=species:S:1:pos:R:3 method="wB97M-V/def2-TZVPD" lumo_ev=1.8 total_energy_ha=-4055.422990 fmax_ev_per_a=4.76 de_lowest_ev=1.609 charge=-1
N -23.44 -5.23 -12.70
S -22.70 -4.60 -13.93
O -21.26 -4.63 -13.91
O -23.38 -3.53 -14.61
F -22.98 -5.75 -15.00
S -23.38 -3.83 -11.74
O -24.65 -3.16 -11.61
O -22.11 -3.13 -11.64
F -23.33 -4.60 -10.32
C -17.70 -4.85 -15.27
O -16.66 -5.10 -14.66
N -18.24 -5.65 -16.21
N -18.39 -3.69 -15.08
H -17.69 -6.35 -16.68
H -19.17 -5.50 -16.55
H -19.34 -3.77 -15.40
H -18.14 -3.08 -14.31
C -22.50 -8.13 -10.36
O -23.57 -8.05 -9.75
N -21.49 -8.91 -9.86
N -22.25 -7.39 -11.47
H -21.83 -9.44 -9.08
H -20.59 -8.89 -10.30
H -22.91 -6.67 -11.78
H -21.32 -7.46 -11.85
C -25.88 -5.04 -15.66
O -25.66 -5.85 -14.75
N -25.21 -5.00 -16.85
N -26.67 -3.97 -15.44
H -24.50 -5.66 -17.08
H -25.32 -4.15 -17.37
H -26.55 -3.31 -16.20
H -27.34 -3.94 -14.70
C -18.08 -3.41 -11.52
O -18.16 -2.67 -12.50
N -18.77 -4.57 -11.41
N -17.19 -3.16 -10.52
H -19.37 -4.76 -12.19
H -18.63 -5.07 -10.55
H -17.16 -3.75 -9.72
H -16.78 -2.24 -10.62
C -24.08 -1.71 -8.03
O -24.24 -1.06 -6.99
N -23.17 -2.70 -8.12
N -24.84 -1.47 -9.12
H -22.75 -2.96 -7.24
H -22.68 -3.11 -8.90
H -24.83 -2.03 -9.96
H -25.58 -0.83 -8.88
C -21.36 -0.64 -14.30
O -22.53 -0.92 -14.05
N -20.34 -1.38 -13.80
N -20.99 0.45 -15.02
H -19.42 -1.30 -14.18
H -20.77 -2.15 -13.30
H -21.67 1.11 -15.33
H -20.02 0.72 -15.03
C -20.11 -8.20 -16.39
O -20.42 -7.81 -17.52
N -19.20 -9.14 -16.14
N -20.86 -7.77 -15.34
H -19.00 -9.85 -16.82
H -19.05 -9.40 -15.18
H -20.93 -8.12 -14.41
H -21.59 -7.14 -15.64
C -25.77 -0.24 -12.32
O -26.51 0.34 -11.49
N -24.45 -0.08 -12.37
N -26.24 -1.06 -13.28
H -24.04 0.55 -11.71
H -23.89 -0.42 -13.16
H -25.63 -1.76 -13.68
H -27.25 -1.10 -13.24
C -25.40 -1.29 -17.49
O -26.59 -1.59 -17.36
N -24.96 -0.76 -18.66
N -24.49 -1.54 -16.53
H -25.64 -0.34 -19.27
H -23.99 -0.50 -18.72
H -23.64 -1.07 -16.27
H -24.78 -2.10 -15.74
C -28.00 -3.55 -11.39
O -27.42 -4.23 -12.22
N -29.37 -3.48 -11.47
N -27.49 -2.98 -10.28
H -29.86 -3.94 -12.21
H -29.80 -2.86 -10.81
H -28.04 -2.69 -9.49
H -26.58 -3.30 -9.96
C -24.56 -9.03 -17.48
O -25.52 -8.40 -17.92
N -23.38 -8.46 -17.19
N -24.65 -10.31 -17.01
H -22.61 -9.00 -16.84
H -23.10 -7.52 -17.39
H -23.97 -10.80 -16.46
H -25.48 -10.85 -17.13
C -26.11 -5.73 -8.42
O -25.93 -5.72 -9.62
N -27.17 -6.42 -7.86
N -25.38 -5.13 -7.45
H -27.76 -6.95 -8.47
H -27.35 -6.40 -6.88
H -25.70 -5.15 -6.51
H -24.72 -4.45 -7.81


# 9
10
Properties=species:S:1:pos:R:3 method="wB97M-V/def2-TZVPD" lumo_ev="-1.4 / -1.4" total_energy_ha=-1800.355716 fmax_ev_per_a=3.52 de_lowest_ev=3.886
C -0.08 -1.19 -2.13
C -0.90 -2.33 -2.03
P 0.73 -1.11 1.33
Cl 1.11 -0.83 -0.91
Cl -2.48 -1.92 -0.81
Cl -0.11 -3.65 -1.27
H -0.38 -0.19 -2.69
H -1.40 -2.60 -2.88
H 1.20 -2.45 1.10
H 1.98 -1.22 1.90


# 10
30
Properties=species:S:1:pos:R:3 method="wB97M-V/def2-TZVPD" lumo_ev="-4.8 / -5.0" total_energy_ha=-1525.842579 fmax_ev_per_a=0.19 charge=+1
Os -0.05 0.57 1.35
Cl -2.73 5.74 -3.02
C -1.90 4.71 -1.92
C -0.98 5.26 -1.01
C -0.29 4.46 -0.13
C -0.50 3.08 -0.11
O 0.23 2.37 0.74
C -1.43 2.52 -1.02
C -1.69 1.13 -1.08
O -1.25 0.25 -0.30
C -2.11 3.36 -1.93
H -0.82 6.33 -1.02
H 0.42 4.88 0.57
H -2.35 0.77 -1.88
H -2.81 2.92 -2.64
C 2.01 -5.35 0.37
C 1.52 -3.96 0.61
C 2.35 -2.96 1.10
C 1.85 -1.70 1.31
N 0.57 -1.37 1.05
C -0.25 -2.34 0.58
C 0.19 -3.62 0.36
H 3.06 -5.47 0.66
H 1.92 -5.61 -0.68
H 1.42 -6.07 0.93
H 3.39 -3.16 1.32
H 2.47 -0.90 1.70
H -1.27 -2.04 0.39
H -0.51 -4.36 -0.01
Te -0.47 0.55 3.69


# 11
95
Properties=species:S:1:pos:R:3 method="wB97M-V/def2-TZVPD" lumo_ev=-0.5 total_energy_ha=-3086.894856 fmax_ev_per_a=3.34 charge=-1
C 0.26 -3.49 2.27
C 0.82 -4.89 1.73
O 0.13 -5.54 0.94
O 2.06 -5.29 2.26
C 3.09 -5.40 1.22
C 3.28 -4.08 0.33
C 2.64 -4.47 -1.11
C 2.35 -3.22 -2.04
O 3.58 -2.59 -2.49
C 1.31 -2.18 -1.44
F 0.87 -1.35 -2.51
F 1.83 -1.31 -0.49
F 0.19 -2.88 -1.02
H -0.38 -3.70 3.19
H -0.29 -2.92 1.48
H 1.18 -2.90 2.60
H 4.08 -5.54 1.77
H 2.96 -6.28 0.53
H 2.73 -3.20 0.79
H 3.44 -5.10 -1.63
H 1.72 -5.13 -1.03
H 1.87 -3.63 -2.99
H 3.76 -1.80 -1.95
C 1.59 -10.60 -2.13
C 2.04 -9.42 -2.55
C 1.96 -8.22 -1.68
O 2.37 -7.14 -2.06
C 1.37 -8.39 -0.34
C 0.92 -9.58 0.08
C 1.00 -10.77 -0.79
O 0.59 -11.86 -0.41
H 1.64 -11.49 -2.75
H 2.48 -9.28 -3.53
H 1.32 -7.51 0.29
H 0.48 -9.72 1.06
C -0.33 0.95 -0.05
C 0.11 2.14 -0.48
C 0.02 3.34 0.38
O 0.42 4.42 -0.01
C -0.57 3.18 1.73
C -1.01 1.99 2.15
C -0.92 0.79 1.29
O -1.32 -0.29 1.68
H -0.28 0.06 -0.67
H 0.54 2.27 -1.46
H -0.62 4.07 2.34
H -1.44 1.86 3.13
C -2.63 -1.44 -3.55
C -3.26 -2.12 -4.51
C -4.03 -1.43 -5.57
O -4.61 -2.04 -6.44
C -4.06 0.05 -5.52
C -3.43 0.73 -4.56
C -2.67 0.03 -3.51
O -2.09 0.65 -2.63
H -2.07 -1.94 -2.77
H -3.25 -3.20 -4.56
H -4.62 0.55 -6.30
H -3.45 1.81 -4.52
C 0.43 7.49 1.12
C 0.87 8.67 0.69
C 0.79 9.87 1.55
O 1.19 10.95 1.16
C 0.20 9.71 2.89
C -0.24 8.53 3.32
C -0.16 7.32 2.46
O -0.56 6.24 2.85
H 0.48 6.60 0.50
H 1.31 8.81 -0.29
H 0.14 10.60 3.51
H -0.68 8.39 4.30
C 3.23 6.30 2.68
C 3.99 6.10 1.60
C 5.46 6.15 1.67
O 6.15 5.98 0.69
C 6.07 6.44 2.99
C 5.31 6.63 4.07
C 3.83 6.58 4.00
O 3.14 6.76 4.98
H 2.15 6.26 2.64
H 3.56 5.89 0.62
H 7.15 6.47 3.03
H 5.74 6.84 5.05
C -7.54 0.52 -0.56
C -7.51 0.37 0.76
C -6.22 0.24 1.49
O -6.19 0.11 2.69
C -4.98 0.29 0.68
C -5.02 0.44 -0.64
C -6.30 0.56 -1.36
O -6.34 0.70 -2.57
H -8.47 0.61 -1.11
H -8.41 0.34 1.37
H -4.05 0.20 1.23
H -4.12 0.47 -1.24


# 12
67
Properties=species:S:1:pos:R:3 method="wB97M-V/def2-TZVPD" lumo_ev=0.4 total_energy_ha=-1486.144675 fmax_ev_per_a=2.29
O -2.06 1.18 4.35
C -2.27 0.05 4.10
O -3.53 -0.48 4.07
C -3.46 -1.87 3.71
C -1.95 -2.13 3.67
F -1.62 -2.63 2.43
O -1.36 -0.92 3.93
H -3.92 -2.53 4.45
H -4.00 -1.94 2.77
H -1.64 -2.90 4.38
C 5.39 3.06 1.68
C 5.65 3.09 0.19
C 4.36 2.58 -0.45
O 3.36 2.86 0.50
C 3.92 2.59 1.79
H 5.62 4.00 2.19
H 5.99 2.39 2.31
H 6.63 2.74 -0.14
H 5.71 4.18 0.03
H 4.40 1.50 -0.66
H 4.22 3.08 -1.41
H 3.79 1.52 1.97
H 3.40 3.15 2.56
C 1.37 -0.97 -0.38
C 0.42 -0.35 0.66
C -0.72 0.24 -0.20
O -0.29 0.26 -1.55
C 0.60 -0.85 -1.70
H 1.61 -2.02 -0.21
H 2.36 -0.52 -0.50
H 0.92 0.42 1.25
H 0.09 -1.12 1.35
H -0.83 1.29 0.05
H -1.69 -0.25 -0.09
H 1.17 -0.78 -2.62
H -0.04 -1.74 -1.84
C -3.85 -1.49 -1.69
C -4.02 -1.78 -0.22
C -4.61 -3.17 -0.21
O -3.89 -3.84 -1.24
C -3.45 -2.90 -2.22
H -3.13 -0.74 -2.01
H -4.79 -1.15 -2.12
H -4.52 -1.03 0.40
H -3.05 -1.87 0.30
H -5.69 -3.16 -0.43
H -4.41 -3.72 0.71
H -3.99 -3.15 -3.14
H -2.37 -2.87 -2.41
C 1.44 3.21 -2.72
O 0.66 2.30 -3.49
H 2.50 3.15 -2.96
H 1.08 4.22 -2.92
H 1.29 3.03 -1.65
H 0.60 1.54 -2.90
C 2.36 -4.66 -1.25
O 1.26 -4.45 -2.12
H 3.28 -4.19 -1.60
H 2.19 -4.28 -0.24
H 2.58 -5.73 -1.19
H 0.65 -5.18 -2.00
C -1.70 3.95 -0.61
O -1.39 5.30 -0.94
H -2.78 3.79 -0.63
H -1.18 3.32 -1.33
H -1.37 3.60 0.37
H -1.27 5.79 -0.13


# 13
17
Properties=species:S:1:pos:R:3 method="wB97M-V/def2-TZVPD" lumo_ev=-3.4 total_energy_ha=-421.639553 fmax_ev_per_a=4.05 de_lowest_ev=1.509 charge=+1
C 1.99 -0.18 1.60
C 0.91 0.03 0.60
N 1.12 0.01 -0.70
C 0.00 0.28 -1.48
F -0.30 -0.84 -2.19
N -1.06 0.58 -0.29
C -2.31 -0.15 -0.46
N -0.35 0.36 0.83
H 2.16 0.79 2.02
H 2.81 -0.36 1.03
H 1.56 -0.80 2.42
H 2.12 0.09 -1.04
H 0.00 1.10 -2.13
H -2.43 -0.95 0.25
H -3.12 0.49 -0.68
H -2.30 -0.66 -1.47
H -0.79 0.19 1.70


# 14
37
Properties=species:S:1:pos:R:3 method="wB97M-V/def2-TZVPD" lumo_ev=0.8 total_energy_ha=-713.801372 fmax_ev_per_a=5.27 de_lowest_ev=4.378
C -3.21 2.02 -0.93
C -2.33 1.05 -1.82
C -0.85 1.24 -1.62
C 0.02 0.64 -2.55
N 1.34 0.88 -2.09
C 1.24 1.60 -0.94
C 2.32 2.22 -0.20
C 1.85 3.16 0.79
C 0.46 3.52 0.91
C -0.54 2.98 0.13
C -0.11 1.93 -0.66
H -3.01 1.54 0.02
H -4.20 2.00 -1.36
H -2.69 2.92 -0.71
H -2.94 0.08 -1.81
H -2.58 1.42 -2.87
H -0.13 0.26 -3.52
H 2.25 0.56 -2.37
H 3.34 1.88 -0.52
H 2.49 3.61 1.70
H 0.08 4.32 1.45
H -1.64 3.37 0.29
C 2.45 -2.58 2.57
C 1.22 -2.67 1.57
C 0.98 -2.09 0.37
C -0.06 -2.52 -0.44
C -1.11 -3.20 0.15
C -1.03 -3.81 1.36
C 0.23 -3.62 1.99
H 2.30 -3.21 3.41
H 2.68 -1.47 2.79
H 3.23 -2.94 2.06
H 1.67 -1.27 -0.03
H -0.08 -2.26 -1.41
H -1.89 -3.33 -0.53
H -1.86 -4.23 1.80
H 0.12 -3.99 3.04